[1]
Formula: C6H7NO
Source: the Open Molecules 2025 dataset
Level of theory: ωB97M-V with the def2-TZVPD basis set

Values from the calculation:
**Multiplicity**: 1
**SMILES string**: N=C=C=O.CC#CC
**Energy relative to the best compared isomer or geometry (same formula, charge and spin)**: 115.3 kcal per mole
**Highest occupied orbital energy**: -8.0332 eV
**Net charge**: 0
**Kohn-Sham gap**: 7.156 eV

Each line ends with the natural charge from an NBO analysis.
Positions of all 15 atoms, in Å:
N -2.42480 1.14898 -0.93978  -0.53
C -2.24911 0.25545 -0.09988  0.06
C -1.73539 -0.42478 0.87252  0.52
O -1.44298 -1.31713 1.55310  -0.43
H -2.12070 2.11897 -0.94098  0.37
C 1.37522 0.37750 1.89789  -0.70
C 1.08284 -0.02834 0.53069  -0.01
C 0.81019 -0.29758 -0.60950  -0.02
C 0.61314 -0.75210 -1.98185  -0.68
H 1.43453 -0.27372 2.80330  0.25
H 2.41989 0.83897 1.77362  0.24
H 0.63234 1.11267 2.22060  0.24
H 0.53959 -1.82115 -1.97725  0.24
H 1.36216 -0.49602 -2.70968  0.23
H -0.29691 -0.44172 -2.39281  0.23


[2]
Formula: C3H9NO2S
Source: the Open Molecules 2025 dataset
Level of theory: ωB97M-V with the def2-TZVPD basis set

Values from the calculation:
**Multiplicity**: 1
**SMILES string**: O=CNCCS.O
**Energy relative to the best compared isomer or geometry (same formula, charge and spin)**: 66.8 kcal per mole
**Highest occupied orbital energy**: -9.5277 eV
**Net charge**: 0
**Kohn-Sham gap**: 10.222 eV

Each line ends with the natural charge from an NBO analysis.
Positions of all 16 atoms, in Å:
O 2.36295 0.70647 0.40174  -0.61
C 1.52889 0.30098 -0.47655  0.52
N 0.18176 0.44018 -0.45546  -0.63
C -0.64135 -0.54339 -1.13663  -0.22
C -1.99552 -0.82923 -0.42036  -0.55
S -3.08591 -0.20316 -1.66085  -0.02
H 1.85800 0.06418 -1.43417  0.12
H -0.31799 1.11109 0.13813  0.41
H 0.00275 -1.45753 -1.30560  0.21
H -0.73370 -0.06708 -2.05937  0.19
H -2.01377 -0.07695 0.46174  0.23
H -2.28825 -1.82450 -0.05203  0.24
H -2.48923 -0.26483 -2.82725  0.12
O 2.24186 1.04207 3.84814  -0.93
H 2.81262 1.45411 3.20045  0.47
H 2.57690 0.14758 3.77808  0.46


[3]
Formula: C57H51AsP3PdSi
Source: the Open Molecules 2025 dataset
Level of theory: ωB97M-V with the def2-TZVPD basis set

Values from the calculation:
**Multiplicity**: 1
**Highest occupied orbital energy**: -9.3149 eV
**Net charge**: +1
**Kohn-Sham gap**: 6.349 eV

Each line ends with the Löwdin charge.
Positions of all 114 atoms, in Å:
Pd -0.06829 0.12698 -0.20700  0.07
C -3.39183 4.97386 3.16687  -0.06
C -2.05003 4.69766 3.38391  -0.07
C -1.52238 3.48762 2.98327  -0.13
C -2.33482 2.51852 2.38509  -0.36
C -3.67793 2.80565 2.16468  -0.07
C -4.19889 4.02588 2.56103  -0.06
P -1.45968 1.01666 1.81597  1.06
C -2.74979 -0.26655 1.63026  -0.35
C -2.81025 -1.40908 2.42668  -0.07
C -3.79713 -2.35353 2.20384  -0.07
C -4.73301 -2.17173 1.19851  -0.09
C -4.67246 -1.04425 0.39632  -0.07
C -3.67996 -0.10650 0.60502  -0.15
C -0.69576 0.46456 3.37431  -0.40
C -1.27309 0.80020 4.59481  -0.08
C -0.73626 0.30368 5.76753  -0.05
C 0.38228 -0.51323 5.72743  -0.06
C 0.94782 -0.85189 4.51071  -0.09
C 0.40640 -0.38839 3.32296  -0.27
Si 1.04785 -0.88746 1.59826  0.67
C 1.08002 -2.76842 1.27244  -0.27
C 1.23570 -3.73892 2.25395  -0.08
C 1.34847 -5.07703 1.91739  -0.06
C 1.33073 -5.46308 0.58527  -0.06
C 1.14890 -4.51515 -0.40269  -0.08
C 0.99656 -3.17579 -0.05911  -0.40
P 0.66998 -1.97895 -1.40328  1.05
C 1.94675 -2.57634 -2.55582  -0.34
C 1.76064 -3.08930 -3.83389  -0.07
C 2.85626 -3.51892 -4.56282  -0.07
C 4.13482 -3.43219 -4.03574  -0.07
C 4.32379 -2.91390 -2.76290  -0.08
C 3.23856 -2.48537 -2.03014  -0.12
C -0.95319 -2.53183 -2.01561  -0.37
C -1.83684 -3.22152 -1.18599  -0.08
C -3.08261 -3.59132 -1.66038  -0.07
C -3.47251 -3.26040 -2.94726  -0.08
C -2.61505 -2.53582 -3.76095  -0.09
C -1.37083 -2.15314 -3.29257  -0.15
C 2.86783 -0.27187 1.47232  -0.27
C 3.85874 -0.79161 2.29729  -0.09
C 5.14523 -0.28300 2.27664  -0.06
C 5.45808 0.77474 1.43709  -0.06
C 4.49554 1.28798 0.58785  -0.09
C 3.21017 0.74920 0.58282  -0.37
P 2.00802 1.36319 -0.65214  1.01
C 1.98504 3.15624 -0.32364  -0.36
C 1.00783 3.63583 0.54274  -0.12
C 0.96412 4.97727 0.87556  -0.07
C 1.90482 5.84650 0.34549  -0.07
C 2.88246 5.37399 -0.51653  -0.07
C 2.92353 4.03473 -0.86151  -0.09
C 2.90792 1.27862 -2.23798  -0.35
C 2.37907 1.99688 -3.31578  -0.13
C 2.93873 1.88072 -4.57383  -0.07
C 4.04214 1.06194 -4.77200  -0.07
C 4.59714 0.37834 -3.70188  -0.07
C 4.02480 0.47036 -2.44339  -0.10
H -3.80518 5.92041 3.47848  0.11
H -1.41847 5.42526 3.87334  0.11
H -0.47633 3.26737 3.15913  0.11
H -4.33127 2.07157 1.71543  0.10
H -5.24669 4.23604 2.40398  0.11
H -2.09933 -1.56263 3.22505  0.10
H -3.83639 -3.23528 2.82560  0.11
H -5.50538 -2.90851 1.04059  0.11
H -5.40192 -0.89756 -0.38689  0.11
H -3.62602 0.78230 -0.01269  0.06
H -2.14309 1.44016 4.63330  0.11
H -1.19092 0.55306 6.71386  0.11
H 0.81058 -0.88871 6.64458  0.11
H 1.82162 -1.48514 4.49036  0.09
H 1.26486 -3.44517 3.29203  0.09
H 1.45941 -5.82009 2.69199  0.11
H 1.44995 -6.50304 0.31956  0.11
H 1.11992 -4.81100 -1.44391  0.12
H 0.77025 -3.18803 -4.25484  0.09
H 2.71106 -3.93684 -5.54838  0.11
H 4.97930 -3.78146 -4.60852  0.11
H 5.31776 -2.85145 -2.34597  0.11
H 3.36802 -2.08916 -1.02932  0.10
H -1.55295 -3.46747 -0.17096  0.11
H -3.75267 -4.14441 -1.02059  0.11
H -4.44661 -3.55145 -3.31105  0.11
H -2.92186 -2.27157 -4.76259  0.11
H -0.70977 -1.57086 -3.92517  0.09
H 3.61921 -1.61706 2.95258  0.10
H 5.90222 -0.70415 2.92226  0.11
H 6.45350 1.19356 1.43622  0.11
H 4.74173 2.10640 -0.07459  0.10
H 0.27641 2.93481 0.94166  0.04
H 0.19593 5.34248 1.54067  0.09
H 1.87388 6.89523 0.59700  0.11
H 3.62009 6.05011 -0.92395  0.11
H 3.67790 3.67900 -1.54980  0.10
H 1.54101 2.66300 -3.15039  0.10
H 2.52147 2.42611 -5.40882  0.11
H 4.46839 0.96960 -5.76015  0.11
H 5.47209 -0.23655 -3.85634  0.11
H 4.45974 -0.06161 -1.61125  0.09
C -3.44111 0.82439 -2.69181  -0.27
As -1.58570 1.07986 -2.05347  1.06
C -0.80244 1.27986 -3.85360  -0.29
C -1.72657 2.97852 -1.58384  -0.30
H -3.54068 1.33977 -3.64757  0.03
H -4.18327 1.23527 -2.01167  0.02
H -3.65205 -0.23631 -2.83287  0.01
H -1.46395 0.82184 -4.58831  0.02
H 0.18390 0.81682 -3.92434  0.00
H -0.71526 2.34302 -4.09171  0.03
H -2.34434 3.51276 -2.30940  0.04
H -0.73132 3.42963 -1.55296  0.01
H -2.17085 3.07918 -0.58976  0.01


[4]
Formula: C13H20BrF3IP2Pd
Source: the Open Molecules 2025 dataset
Level of theory: ωB97M-V with the def2-TZVPD basis set

Values from the calculation:
**Multiplicity**: 1
**Energy relative to the best compared isomer or geometry (same formula, charge and spin)**: 23.3 kcal per mole
**Highest occupied orbital energy (spin up / spin down)**: -11.5206 / -11.5186 eV
**Net charge**: +1
**Kohn-Sham gap (spin up / spin down)**: 6.767 / 6.765 eV

Each line ends with the natural charge from an NBO analysis.
Positions of all 41 atoms, in Å:
Pd 0.67586 -0.05794 -0.77869  0.28
C -2.01852 2.42806 -0.82830  -0.94
P -1.52395 0.75865 -0.28159  0.89
C -2.11617 0.72936 1.43613  -0.94
C -2.67292 -0.34978 -1.20289  -0.72
C -1.97069 -1.63753 -1.66518  -0.72
P -0.39183 -1.29137 -2.53708  1.06
C -0.94988 -0.55973 -4.09977  -0.95
C 0.11718 -2.96158 -3.02151  -0.95
H -3.08958 2.57102 -0.66954  0.24
H -1.78867 2.55635 -1.88465  0.25
H -1.47082 3.17876 -0.25900  0.26
H -3.16372 1.03211 1.44926  0.25
H -1.53351 1.42627 2.03813  0.26
H -2.01961 -0.27032 1.86067  0.25
H -3.04500 0.21752 -2.05774  0.24
H -3.52136 -0.59585 -0.56287  0.25
H -2.63384 -2.21186 -2.31722  0.24
H -1.70486 -2.26828 -0.81436  0.25
H -1.73202 -1.19833 -4.51115  0.26
H -0.11131 -0.53599 -4.79611  0.27
H -1.32450 0.45481 -3.97326  0.25
H -0.67677 -3.40441 -3.62509  0.24
H 0.29429 -3.57118 -2.13897  0.27
H 1.03336 -2.91816 -3.60954  0.27
Br 4.04096 3.82362 2.32242  0.12
C 3.04823 2.35126 2.95012  -0.14
C 3.18685 1.95683 4.27285  -0.21
C 2.49381 0.85339 4.74382  -0.18
C 1.61483 0.17249 3.91474  -0.21
C 1.44941 0.58095 2.60090  -0.18
C 2.18433 1.65111 2.11721  -0.19
I 2.02909 2.18341 0.08051  0.34
H 3.85148 2.50928 4.92267  0.25
H 2.64216 0.52528 5.76425  0.24
H 1.06602 -0.68422 4.28236  0.23
H 0.75783 0.05533 1.95775  0.20
F 2.85387 -1.44316 0.72836  -0.32
C 1.98232 -1.57119 -0.27106  0.75
F 1.35526 -2.76036 -0.12710  -0.35
F 2.78236 -1.72461 -1.40947  -0.38


[5]
Formula: C4H5NO3
Source: the Open Molecules 2025 dataset
Level of theory: ωB97M-V with the def2-TZVPD basis set

Values from the calculation:
**Multiplicity**: 1
**SMILES string**: NC(=O)/C=C\C(=O)O
**Energy relative to the best compared isomer or geometry (same formula, charge and spin)**: 13.5 kcal per mole
**Highest occupied orbital energy**: -10.3059 eV
**Net charge**: 0
**Kohn-Sham gap**: 9.838 eV

Each line ends with the natural charge from an NBO analysis.
Positions of all 13 atoms, in Å:
N 1.52140 1.27309 -0.02000  -0.82
C 1.82684 -0.06807 0.01091  0.62
O 2.90000 -0.49719 0.39721  -0.59
C 0.68427 -0.98977 -0.40156  -0.18
C -0.63723 -0.88622 -0.28714  -0.33
C -1.67221 0.13312 -0.02928  0.76
O -1.53473 1.30436 -0.27313  -0.55
O -2.83505 -0.35024 0.51779  -0.65
H 0.55180 1.52253 -0.13689  0.42
H 2.23646 1.94550 0.25676  0.41
H 1.06896 -2.00087 -0.65040  0.23
H -1.08141 -1.87348 -0.51050  0.20
H -2.87732 -1.29512 0.28846  0.49


[6]
Formula: C2H6F5HfO2
Source: the Open Molecules 2025 dataset
Level of theory: ωB97M-V with the def2-TZVPD basis set

Values from the calculation:
**Multiplicity**: 1
**Highest occupied orbital energy**: -6.3955 eV
**Net charge**: -1
**Kohn-Sham gap**: 6.926 eV

Each line ends with the Löwdin charge.
Positions of all 16 atoms, in Å:
Hf 2.38824 1.63467 -1.78548  2.04
F 0.90554 2.64185 -3.28138  -0.61
F 1.95307 3.16932 -0.03772  -0.64
F 1.48289 0.00414 -3.27438  -0.61
F 2.80392 -0.42063 -0.92096  -0.60
F 0.31185 1.00669 -1.04617  -0.49
C -0.43355 -1.08477 1.26352  -0.27
C -1.84828 -0.50554 1.37853  -0.25
O -2.20410 0.04653 0.10756  -0.06
O -0.34775 -2.02765 0.18672  -0.06
H 0.04818 -1.46290 2.17167  0.11
H 0.19953 -0.21183 1.07705  0.09
H -1.76287 0.28072 2.13356  0.11
H -2.45240 -1.32566 1.76696  0.11
H -1.53671 0.74023 -0.00976  0.06
H 0.49242 -2.48516 0.27028  0.08